# 1
The following is a quantum chemistry calculation of C6H9NO as an isolated structure at a distorted geometry, from the Open Molecules 2025 dataset.

```
17
Properties=species:S:1:pos:R:3:forces:R:3
C 0.29592 1.39054 -1.04541 0.400 1.261 1.004
C 0.07894 0.21973 -0.18410 -0.281 -1.237 0.350
C 0.11445 -1.23137 -0.86611 -1.331 1.803 1.386
C -0.73340 -1.49254 0.45495 -0.150 -1.836 -1.139
C 0.29446 -1.20635 1.49720 1.334 0.210 1.652
C 0.77585 0.01943 1.13561 1.109 -1.488 1.252
H -0.23993 3.41389 -0.81317 2.556 -3.823 2.903
H 1.27157 1.42312 -1.53050 -0.071 -0.627 -0.296
H -0.51934 1.28415 -1.73898 -0.306 0.800 -0.670
H 1.09229 -1.57283 -0.96123 1.504 -1.150 -0.167
H -0.46116 -1.20970 -1.77669 -0.215 -0.281 -0.310
H -1.41210 -2.39713 0.64748 0.909 1.381 -0.574
H -1.55044 0.18347 1.19264 0.218 0.170 -1.595
H 0.51191 -1.94249 2.32291 -0.038 1.348 -0.823
H 1.49156 0.69608 1.64581 -0.515 -0.718 -0.589
N -1.30933 -0.16591 0.22295 -1.965 0.836 1.051
O 0.29874 2.58790 -0.20337 -3.158 3.354 -3.436
```
Forces are in eV/Å.

Results
* frontier orbital gap: 9.15 eV
* total energy: -9901.5759 eV
* strongest force on any atom: 0.112 Eh/bohr
* spin multiplicity: 1
* LUMO: 0.74 eV
* net charge: 0
* energy above the lowest of the compared OMol25 structures with the same formula, charge and spin: 92.89 kcal/mol

# 2
The following is a quantum chemistry calculation of one molecule with the formula C6H9NO at a distorted geometry, from the Open Molecules 2025 dataset.

```
17
Properties=species:S:1:pos:R:3:forces:R:3
C -2.83213 -0.16226 0.23802 0.505 1.117 0.110
C -1.48689 0.10159 -0.31541 1.314 1.037 -1.345
C -0.74228 1.23847 -0.33513 -0.505 -0.371 1.623
C 0.78106 1.30752 -0.13026 -3.427 -0.476 -2.248
O 1.31774 2.36671 0.01659 0.997 0.930 0.775
N 1.37228 0.12536 -0.20503 3.268 0.901 0.320
C 2.64744 -0.33171 0.27385 -1.075 -1.052 1.365
C 1.52529 -1.25445 -0.22640 0.838 1.314 0.741
H -3.07509 0.61383 0.94741 -0.363 0.030 0.315
H -3.64400 -0.33167 -0.41917 -0.742 0.223 -1.174
H -2.71778 -1.10708 0.69507 -0.038 -1.001 1.164
H -1.04919 -0.77329 -0.77883 0.443 -0.272 0.364
H -1.17648 2.20639 -0.05282 -0.052 -0.415 0.038
H 3.57175 -0.26190 -0.24610 0.242 0.262 -1.220
H 2.89152 -0.31785 1.33997 -0.782 0.213 -0.064
H 1.77666 -1.63691 -1.14651 0.043 -1.115 -2.213
H 0.84011 -1.78275 0.34477 -0.664 -1.326 1.448
```
Forces are in eV/Å.

Results
* frontier orbital gap: 10.15 eV
* total energy: -9902.5440 eV
* strongest force on any atom: 0.080 Eh/bohr
* spin multiplicity: 1
* LUMO: 0.82 eV
* net charge: 0
* energy above the lowest of the compared OMol25 structures with the same formula, charge and spin: 70.57 kcal/mol

# 3
The following is a quantum chemistry calculation of one molecule with the formula C6H9NO at a distorted geometry, from the Open Molecules 2025 dataset.

```
17
Properties=species:S:1:pos:R:3:forces:R:3
C -0.50559 1.99810 0.27206 -0.946 -2.609 -0.718
C -0.04208 0.54096 -0.38252 -1.914 3.861 1.178
C -0.96657 -0.45926 -0.98017 1.393 -1.537 -1.945
N -2.36230 -0.45227 -0.86341 -0.582 0.605 -0.330
C -3.25958 -0.18016 -0.11940 1.964 -0.338 -1.672
O -4.21428 0.04965 0.47423 -1.992 0.449 1.493
C -0.25801 -0.72968 0.36805 1.233 -0.563 -1.741
C 0.93857 -1.66411 0.30296 0.468 -0.406 2.740
H -0.88770 1.59499 1.27723 0.495 1.674 -1.202
H -1.29756 2.62208 -0.32311 1.445 -1.449 1.118
H 0.45320 2.52356 0.28562 -0.500 0.284 0.641
H 0.90042 0.73008 -0.87106 0.124 -0.676 -0.221
H -0.61286 -0.89516 -2.04564 -0.816 0.638 2.893
H -1.02208 -0.76716 1.15113 0.714 0.022 0.027
H 1.66389 -1.62524 1.20633 -1.377 0.215 -1.090
H 1.56787 -1.39509 -0.51139 0.269 0.022 -0.928
H 0.62999 -2.70292 0.24528 0.023 -0.194 -0.243
```
Forces are in eV/Å.

Results
* frontier orbital gap: 10.10 eV
* total energy: -9903.4314 eV
* strongest force on any atom: 0.087 Eh/bohr
* spin multiplicity: 1
* LUMO: 0.92 eV
* net charge: 0
* energy above the lowest of the compared OMol25 structures with the same formula, charge and spin: 50.10 kcal/mol

# 4
The following is a quantum chemistry calculation of one molecule with the formula C6H9NO at a distorted geometry, from the Open Molecules 2025 dataset.

```
17
Properties=species:S:1:pos:R:3:forces:R:3
H 0.53619 1.80893 -0.71312 -0.009 0.005 -0.035
N 1.52163 1.67888 -0.49235 -1.283 -0.107 1.208
C 1.68150 0.71688 0.34815 -0.131 0.244 -3.974
O 2.96510 0.42513 0.51828 2.428 0.738 -1.985
C 0.75200 -0.47094 0.54798 -0.377 0.358 1.522
C 1.09944 -1.65039 -0.37842 0.279 0.044 -0.216
C -0.64985 -0.06336 0.40205 -1.114 0.326 -0.170
C -1.79849 0.28237 0.23180 1.112 -0.437 0.228
C -3.19957 0.66336 0.06364 -0.200 0.100 -0.049
H 3.33255 0.94196 -0.35789 -0.649 -1.442 3.395
H 0.92573 -0.79586 1.58695 -0.213 -0.118 -0.187
H 2.14845 -1.94229 -0.25014 -0.257 0.105 -0.016
H 0.46527 -2.51164 -0.13395 0.110 0.292 -0.033
H 0.93174 -1.37900 -1.42935 0.027 -0.039 0.281
H -3.63669 0.16073 -0.81064 0.113 0.147 0.248
H -3.78667 0.38627 0.95106 0.172 0.089 -0.263
H -3.28835 1.74896 -0.08403 -0.007 -0.305 0.045
```
Forces are in eV/Å.

Results
* frontier orbital gap: 10.65 eV
* total energy: -9903.1929 eV
* strongest force on any atom: 0.077 Eh/bohr
* spin multiplicity: 1
* LUMO: 0.82 eV
* net charge: 0
* energy above the lowest of the compared OMol25 structures with the same formula, charge and spin: 55.60 kcal/mol

# 5
The following is a quantum chemistry calculation of C6H9NO as an isolated structure at a distorted geometry, from the Open Molecules 2025 dataset.

```
17
Properties=species:S:1:pos:R:3:forces:R:3
C -1.57243 -0.12345 -0.05343 2.852 -0.741 -4.061
C -1.01195 1.31701 0.04495 1.731 0.894 -1.279
C 0.33864 1.28897 -0.23054 2.104 0.375 0.819
C 0.94890 -0.13868 -0.34502 -5.171 -1.552 -0.478
C 2.38328 -0.55052 -0.24524 3.586 0.412 1.236
C -0.17832 -1.02852 -0.35426 1.518 3.864 0.594
H -3.20348 0.21649 0.61437 -1.854 -0.639 0.768
H -2.92636 -1.46643 0.69856 -1.487 -2.893 -0.885
H -1.95227 0.07285 -1.15125 0.402 -0.950 1.209
H -1.55684 2.33467 -0.21618 0.699 -2.445 1.219
H 1.12702 2.18870 -0.28635 -2.339 -1.909 -0.082
H 2.74769 -1.66183 -0.00119 -1.817 2.122 -0.841
H 3.16767 -0.22514 -1.11139 -2.109 -0.175 2.111
H 1.55157 0.21017 1.42857 5.563 0.136 -0.736
H 0.03240 -2.04549 -0.70757 -0.951 0.097 0.719
N -2.62397 -0.57753 0.80932 2.803 4.470 0.696
O 2.72846 0.18872 1.10665 -5.529 -1.065 -1.009
```
Forces are in eV/Å.

Results
* frontier orbital gap: 9.24 eV
* total energy: -9899.6003 eV
* strongest force on any atom: 0.111 Eh/bohr
* spin multiplicity: 1
* LUMO: 0.43 eV
* net charge: 0
* energy above the lowest of the compared OMol25 structures with the same formula, charge and spin: 138.45 kcal/mol

# 6
The following is a quantum chemistry calculation of a 2-piece molecular cluster, C6H9NO overall at a distorted geometry, from the Open Molecules 2025 dataset.

```
17
Properties=species:S:1:pos:R:3:forces:R:3
C -0.24412 -1.59549 0.34060 -0.889 -0.481 -4.578
C 0.85851 -0.76390 1.10420 0.980 -0.803 -1.002
C 1.06049 0.51996 0.27795 0.004 3.188 -0.297
C -0.30781 1.54428 0.25953 0.178 -2.480 1.212
C 0.38261 0.99267 -0.96554 -1.202 -0.960 3.278
C 0.43365 0.98720 -2.24850 0.845 -1.463 -3.894
H -2.31795 -2.10088 0.45890 0.958 -0.539 -0.986
H -2.26558 -0.59250 1.47701 3.178 -3.829 -1.217
H 1.88162 -1.42551 1.08824 -2.621 1.631 0.262
H 0.58442 -0.32193 2.12028 0.286 -1.606 -1.114
H 2.07103 1.08583 0.39324 -1.876 -1.136 0.315
H -0.13252 2.55865 0.48864 0.373 1.058 0.127
H -1.29947 1.19452 0.92984 2.727 0.377 -2.513
H -0.30481 1.40219 -2.94485 0.140 0.333 0.743
H 1.18596 0.34817 -2.85196 -0.987 1.092 1.473
N -1.47571 -1.86418 0.97322 -2.188 4.365 2.486
O -0.11033 -1.96906 -0.90081 0.094 1.252 5.707
```
Forces are in eV/Å.

Results
* frontier orbital gap: 8.85 eV
* total energy: -9899.0180 eV
* strongest force on any atom: 0.114 Eh/bohr
* spin multiplicity: 1
* LUMO: -0.78 eV
* net charge: 0
* energy above the lowest of the compared OMol25 structures with the same formula, charge and spin: 151.88 kcal/mol

Question: The highest strongest force on any atom belongs to which entry?
Answer: number 6